1.
The following is a DFT calculation (ωB97M-V/def2-TZVPD) of C35H32BrN5O3PtSSb as an isolated structure.

```
79
Properties=species:S:1:pos:R:3
N -1.3905 -4.7426 2.0394
N 1.5932 4.1224 2.1002
H 3.4518 -0.4779 -5.4447
O 5.4796 2.4962 1.2846
C 2.0922 -0.0505 -3.7853
H 2.1575 3.2525 2.0961
C 1.4514 4.6392 -1.8690
H 0.4392 6.4727 0.4757
H 2.1785 5.4040 -1.5358
H -1.0880 -0.8863 -3.3365
C 0.5485 2.4333 -1.8844
S -0.2387 2.2876 1.7201
C 1.6614 -1.9043 5.0737
C 4.3690 2.0271 1.1099
H 2.1777 0.9108 5.7098
Sb 0.4985 0.4990 -1.0476
C -3.5748 -5.6757 -0.8321
H 2.1203 3.0640 -0.5114
C 0.3752 3.8644 1.6831
C 1.2876 -1.1624 4.0294
H -4.1065 -6.5128 -1.3018
C 2.7329 0.6945 4.7458
C -0.1515 2.7415 -3.0664
C 1.1350 -1.9979 -2.7177
H 1.4151 -3.8718 -3.8353
H -0.2988 4.1757 -4.6804
H -2.7112 -6.9124 0.7082
H 0.3463 6.5266 2.3254
C 1.3408 -0.6383 -2.7651
O 0.0479 -0.8221 2.0921
C 1.6133 -2.8205 -3.8226
H -1.3224 4.4658 1.0924
C -0.9500 -3.4539 2.1987
C -2.9123 -3.3098 -0.8709
N -0.4331 4.8323 1.2986
H 2.0751 5.0463 1.9995
H 2.3725 1.0369 -3.8012
H 3.5253 -0.0094 5.1418
C -1.4929 0.0833 -1.3344
C 0.8652 4.9422 -3.0703
O 1.8889 0.0900 3.7915
H -0.2630 -4.6604 4.5255
H -5.1121 0.3727 -2.7049
N 3.2288 1.6186 1.0952
C -2.1507 -4.7938 0.8413
H 1.0087 5.9620 -3.4507
H 2.2242 -1.5707 5.9232
C -0.1405 6.2315 1.3966
C -3.1396 -0.2610 -3.1337
N -1.4171 -2.7611 1.1185
H -0.6713 1.9212 -3.6087
C -2.8050 -5.8935 0.3130
C -4.1513 0.2555 -2.3455
C 0.2964 -3.7529 4.2917
C 1.0701 -3.1845 5.2924
C 2.4309 -2.2349 -4.7420
C 2.6863 -0.8575 -4.7475
H 2.9358 -2.8226 -5.5402
H 3.1303 1.6373 4.3499
H 0.6738 -2.5052 -1.8788
H -2.8909 -2.3317 -1.3596
C -2.1602 -3.5160 0.2825
Pt 1.4912 0.5966 1.4016
C 0.3902 -1.6282 3.0571
Br 1.2992 -3.9934 7.0004
H -1.0067 -5.4910 2.5490
C -2.5957 0.4460 -0.4760
C -0.0202 4.0063 -3.6553
C -3.9219 0.5978 -0.9581
H -1.0618 6.7729 1.3095
C 1.3794 3.3699 -1.2694
C -0.0181 -2.9113 3.1932
H -2.3142 0.7436 0.5589
H -3.3152 -0.5247 -4.1303
H -4.7998 0.9921 -0.4591
C -3.6593 -4.3679 -1.3863
H -1.0233 -1.7883 0.9790
C -1.8331 -0.3415 -2.6670
H -4.3440 -4.1917 -2.1689
```

- gap between HOMO and LUMO (spin up / spin down) (eV) = 6.83 / 6.87
- <S²> = 2.009
- multiplicity = 3
- net charge = +1
- E_HOMO (spin up / spin down) (eV) = -9.6 / -10.5

***

2.
The following is a DFT calculation (ωB97M-V/def2-TZVPD) of C35H32ClN5O4PPd as an isolated structure.

```
79
Properties=species:S:1:pos:R:3
H -4.2636 4.5550 -0.8755
H 0.2968 2.7561 -1.5631
H -2.3763 6.0863 -1.3343
C 4.9669 -1.2806 0.2234
C 5.0724 -0.3890 -1.9716
N -0.1737 -0.5646 -3.9229
H 7.6187 -1.4330 0.0515
N 0.5397 -0.9797 1.5318
H 2.2275 0.1043 5.0136
C 2.2271 0.8368 4.2286
C -2.6024 -1.6884 -2.3971
C -2.6781 0.5911 2.8634
C -1.7630 2.2895 -1.1327
H 5.6111 -0.1008 -2.8654
C -0.7015 3.1509 -1.3964
C -3.2674 4.1584 -1.0215
C -2.3974 -0.2562 -2.3910
C 2.3567 2.6750 2.0980
C 2.9803 1.9659 4.3612
H -4.5050 -2.1277 2.0127
H 1.6865 -1.2763 -3.4578
C -4.0940 -1.4494 -4.2504
C -0.5620 -2.3237 3.0334
C -3.8244 -1.2925 1.9110
H 3.6577 3.7908 3.4253
C -3.8426 -0.0519 -4.3088
O -1.7025 -3.2419 4.8678
H -0.1040 5.1938 -1.6791
H 7.7527 -0.3926 -1.3801
P -1.4867 0.5208 -1.0004
H 3.5391 2.1322 5.2726
C -2.2026 5.0197 -1.2799
C -2.3667 0.0459 0.5318
H -2.8439 1.6055 -3.4226
C -0.5687 -2.8206 0.3991
H -3.6459 -3.3254 -3.2799
C -3.0529 2.7938 -0.9429
C -1.5022 -3.3359 3.6943
H -3.5011 -1.6613 -0.1609
H 2.4100 3.4079 1.3046
O -0.0808 -2.3794 -0.7091
H -4.3325 0.5499 -5.0636
H -4.7787 -1.8945 -4.9626
H -1.7948 -4.1965 1.9939
C 1.6094 1.5517 1.9377
O -2.0710 -4.2469 2.9376
C -2.0923 0.8578 1.6376
N 0.7435 -0.5107 2.8126
N 0.7526 -1.1988 -3.0592
H 3.0007 -1.3326 1.0593
H 7.4063 -2.1025 -1.5651
C 3.6076 -1.0494 0.2116
H -4.0046 -0.6978 3.9612
H 5.4204 -1.7273 1.0990
H -0.5401 -1.1955 -4.6287
N 2.9657 -0.5043 -0.8368
C 7.2139 -1.2295 -0.9367
H 1.0469 1.3996 1.0316
H -2.0804 -2.3063 -1.6759
C 3.0532 2.8993 3.3105
H -1.4428 1.7214 1.5308
Pd 0.7499 -0.4790 -0.8969
C -3.5427 -0.4915 3.0042
H -2.4799 1.2396 3.7085
H 3.2008 0.2917 -2.7352
H -3.8798 2.1289 -0.7171
O -1.3049 -3.7830 0.4653
C -3.0058 0.5359 -3.4025
C -3.4600 -2.2595 -3.2987
C -0.1946 -2.0586 1.6618
C 0.0447 -1.3282 3.7331
C 1.5051 0.6050 3.0081
C -0.9238 4.5200 -1.4674
H 0.2317 0.2597 -4.3483
C 3.7146 -0.1848 -1.9084
H 0.4225 -2.1347 -2.8311
C -3.2462 -1.0223 0.6727
C 5.7436 -0.9602 -0.8895
Cl -0.0920 -0.9751 5.3657
```

- gap between HOMO and LUMO (spin up / spin down) (eV) = 8.00 / 4.77
- energy above the lowest of the compared OMol25 structures with the same formula, charge and spin (kcal per mole) = 0.0
- <S²> = 6.046
- multiplicity = 5
- net charge = +3
- E_HOMO (spin up / spin down) (eV) = -16.5 / -16.8

***

3.
The following is a DFT calculation (ωB97M-V/def2-TZVPD) of C35H32FeN5O4S as an isolated structure.

```
78
Properties=species:S:1:pos:R:3
H -0.9736 2.4429 -2.4660
H -5.6572 1.9804 -5.0328
H -6.0151 -0.2629 -0.3728
N -0.2082 1.1412 1.6813
C 0.5114 5.5430 4.1148
C 2.1604 0.9186 1.4040
H 1.9862 0.6812 4.1527
C -1.5851 0.7081 -3.1973
Fe -0.0983 0.8794 -0.3710
C -3.7450 1.4347 -4.2298
C 0.2978 4.6733 1.7706
H 3.9605 4.1442 -0.5869
C 3.3893 3.2956 -0.2129
C 2.8827 0.9122 -0.8657
H -6.8582 1.6212 -2.9226
C 4.6501 2.0794 -2.0044
C -1.7835 3.8532 0.9307
N -2.3342 1.4553 0.1165
H -1.0967 -4.2919 -0.0314
C -2.7235 -3.1515 -0.9011
H 1.2598 -1.3057 -1.4931
H -1.3822 -0.3227 -2.9069
C -0.4357 4.1156 0.7400
H -0.1213 5.8784 4.9350
C -3.0555 1.0332 -3.0988
H -1.2387 0.8428 -4.2230
C 3.6447 2.0746 -1.0461
C -1.6711 4.7558 3.1346
C -1.3980 1.0989 2.3388
H 4.3351 -1.0637 -3.1966
S -2.7569 3.1066 -0.3602
H 0.0595 3.8759 -0.1983
H -6.8694 1.2669 -0.5872
H 2.5867 -2.2162 -2.2106
C 2.3378 -1.4809 -1.4462
H -5.3465 1.2011 0.3302
O 3.2930 0.9013 1.8617
C -2.5045 -0.7974 -0.6363
H 2.3309 3.5608 -0.2229
C 0.9487 0.9696 2.3182
C -3.2411 -1.8967 -1.1091
O -3.7572 1.0232 1.9788
H 1.1153 6.3864 3.7796
N 1.8214 0.8967 0.0835
C -0.8210 -2.1822 0.1338
H -3.2182 1.5662 -5.1666
H 1.3570 4.8522 1.6372
C -0.3075 4.9845 2.9879
H -3.4749 3.9920 2.2225
C -5.7888 1.4597 -2.9656
H -4.1980 -1.7457 -1.5861
C -2.5980 1.1693 1.5798
O -0.7599 1.5122 -2.3195
H 1.1940 4.7853 4.5027
C -0.1939 0.8135 4.3988
C 3.1282 -0.2201 -1.6460
N -2.9874 0.4847 -0.7395
H -2.3373 0.9307 4.2735
O -4.1564 3.4129 -0.0608
H -2.1548 5.0034 4.0715
C -5.1149 1.6577 -4.1545
H 3.6677 3.1138 0.8264
C -1.3915 0.9444 3.7512
C -1.5035 -3.3137 -0.2373
N -1.2883 -0.9453 -0.0945
H 5.6912 0.9758 -3.5217
H 2.5427 -1.9207 -0.4676
C 4.9039 0.9586 -2.7791
H -0.1806 0.6956 5.4754
H 0.1474 -2.2313 0.6147
H -3.2778 -4.0182 -1.2372
C -3.7537 0.8743 -1.8840
H 5.2408 2.9771 -2.1413
C -5.1301 1.0568 -1.8020
C -5.8825 0.8103 -0.5326
C 1.0235 0.8106 3.6824
C -2.4195 4.1995 2.1096
C 4.1418 -0.1819 -2.5977
```

- gap between HOMO and LUMO (spin up / spin down) (eV) = 5.44 / 8.18
- energy above the lowest of the compared OMol25 structures with the same formula, charge and spin (kcal per mole) = 0.0
- <S²> = 8.782
- multiplicity = 6
- net charge = 0
- E_HOMO (spin up / spin down) (eV) = -5.4 / -8.2

***

| no. | E_tot (a.u.) |
| --- | --- |
| 1 | -5183.92738 |
| 2 | -2856.05131 |
| 3 | -3589.57507 |